# 1
{
  "formula": "C5H4O2",
  "method": "ωB97M-V with the def2-TZVPD basis set",
  "homo_ev": -9.3,
  "relative_energy_ev": 1.301,
  "smiles": "O=Cc1ccco1",
  "spin_multiplicity": 1,
  "orbital_gap_ev": 9.6,
  "total_energy_ev": -9342.88147,
  "total_charge": 0,
  "elements": ["O", "C", "C", "C", "C", "C", "O", "H", "H", "H", "H"],
  "coordinates": [[0.013, -2.843, -0.746], [-0.350, -1.973, -0.055], [-0.116, -0.532, -0.078], [0.533, 0.363, -0.910], [0.470, 1.574, -0.201], [-0.232, 1.337, 0.987], [-0.654, 0.077, 0.976], [-1.032, -2.308, 0.710], [1.106, -0.045, -1.834], [0.672, 2.467, -0.723], [-0.412, 1.883, 1.876]],
  "mulliken_charge": [-0.44, -0.18, 0.47, -0.23, -0.49, -0.30, -0.30, 0.33, 0.32, 0.39, 0.44]
}

***

# 2
{
  "formula": "C32H44N4O3",
  "method": "ωB97M-V with the def2-TZVPD basis set",
  "homo_ev": -8.2,
  "relative_energy_ev": 0.000,
  "smiles": "COc1ccc(C[C@H]2CN3C(=NC[C@@H]3Cc3ccc(O)cc3)N2C[C@H](C)NC(=O)CCC2CCCCC2)cc1",
  "spin_multiplicity": 1,
  "orbital_gap_ev": 8.9,
  "total_energy_ev": -46003.12611,
  "total_charge": 0,
  "elements": ["C", "O", "C", "C", "C", "C", "C", "C", "C", "N", "C", "N", "C", "C", "C", "C", "C", "C", "C", "O", "C", "C", "N", "C", "C", "C", "N", "C", "O", "C", "C", "C", "C", "C", "C", "C", "C", "C", "C", "H", "H", "H", "H", "H", "H", "H", "H", "H", "H", "H", "H", "H", "H", "H", "H", "H", "H", "H", "H", "H", "H", "H", "H", "H", "H", "H", "H", "H", "H", "H", "H", "H", "H", "H", "H", "H", "H", "H", "H", "H", "H", "H", "H"],
  "coordinates": [[-6.911, -1.388, 0.768], [-6.401, -1.382, -0.546], [-5.083, -1.665, -0.738], [-4.173, -1.972, 0.267], [-2.864, -2.285, -0.056], [-2.424, -2.289, -1.372], [-1.021, -2.692, -1.730], [0.069, -1.713, -1.262], [-0.199, -0.249, -1.700], [-0.361, 0.450, -0.450], [0.129, -0.333, 0.571], [0.498, 0.259, 1.646], [0.241, 1.674, 1.403], [-0.003, 1.814, -0.128], [-1.065, 2.848, -0.523], [-2.394, 2.620, 0.133], [-2.729, 3.277, 1.310], [-3.941, 3.049, 1.935], [-4.853, 2.165, 1.375], [-6.058, 1.898, 1.959], [-4.542, 1.527, 0.180], [-3.319, 1.743, -0.420], [0.171, -1.625, 0.187], [0.596, -2.695, 1.045], [2.110, -2.934, 1.083], [2.431, -4.149, 1.955], [2.775, -1.752, 1.596], [4.104, -1.586, 1.439], [4.807, -2.424, 0.902], [4.666, -0.304, 2.027], [4.057, 0.985, 1.473], [4.411, 1.276, 0.009], [4.060, 2.730, -0.322], [4.356, 3.064, -1.781], [3.590, 2.128, -2.709], [3.965, 0.681, -2.408], [3.683, 0.332, -0.949], [-3.333, -1.944, -2.367], [-4.642, -1.639, -2.062], [-6.778, -2.363, 1.245], [-6.449, -0.609, 1.382], [-7.974, -1.178, 0.668], [-4.472, -1.978, 1.303], [-2.181, -2.537, 0.740], [-0.803, -3.673, -1.300], [-0.936, -2.783, -2.815], [1.028, -2.066, -1.673], [-1.108, -0.177, -2.304], [0.641, 0.156, -2.283], [1.084, 2.273, 1.753], [-0.652, 1.974, 1.960], [0.936, 2.091, -0.643], [-1.181, 2.812, -1.609], [-0.680, 3.834, -0.252], [-2.038, 3.986, 1.745], [-4.183, 3.563, 2.857], [-6.158, 2.436, 2.754], [-5.271, 0.877, -0.272], [-3.087, 1.226, -1.339], [0.103, -3.619, 0.730], [0.260, -2.442, 2.055], [2.493, -3.124, 0.071], [3.507, -4.296, 1.974], [1.963, -5.043, 1.552], [2.077, -3.988, 2.970], [2.190, -1.021, 1.984], [4.493, -0.339, 3.106], [5.743, -0.312, 1.855], [4.425, 1.814, 2.085], [2.972, 0.955, 1.581], [5.491, 1.141, -0.126], [2.998, 2.896, -0.121], [4.626, 3.400, 0.328], [4.082, 4.102, -1.985], [5.427, 2.957, -1.967], [2.515, 2.269, -2.561], [3.815, 2.365, -3.751], [3.408, 0.005, -3.063], [5.028, 0.537, -2.611], [2.609, 0.392, -0.755], [3.999, -0.694, -0.765], [-3.017, -1.932, -3.401], [-5.351, -1.386, -2.835]],
  "mulliken_charge": [-0.73, -0.46, 0.40, -0.41, -0.43, 0.78, -1.98, 0.20, -0.58, 0.52, 0.08, -0.92, -1.03, 0.96, -1.41, -0.06, -0.49, -0.78, 0.88, -0.55, -0.83, -0.04, 0.95, -1.86, 0.85, -1.73, 0.01, 0.25, -0.66, -1.14, -0.41, 0.59, -0.60, -0.97, -0.41, -1.50, 0.58, -0.34, -0.73, 0.36, 0.21, 0.23, 0.46, 0.27, 0.51, 0.54, 0.58, 0.59, -0.14, 0.25, 0.54, -0.63, 0.50, 0.51, 0.44, 0.28, 0.27, 0.72, 0.21, 0.31, 0.47, 0.28, 0.48, 0.37, 0.37, 0.36, 0.45, 0.31, 0.46, -0.35, 0.42, 0.09, 0.43, 0.42, 0.34, 0.08, 0.39, 0.40, 0.52, -0.45, 0.34, 0.36, 0.43]
}

***

# 3
{
  "formula": "C21H45N5O5S4",
  "method": "ωB97M-V with the def2-TZVPD basis set",
  "homo_ev": -8.2,
  "relative_energy_ev": 1.162,
  "spin_multiplicity": 1,
  "orbital_gap_ev": 8.4,
  "total_energy_ev": -83529.33527,
  "total_charge": 0,
  "elements": ["C", "C", "N", "H", "H", "H", "C", "C", "N", "H", "H", "H", "C", "C", "N", "H", "H", "H", "C", "C", "N", "H", "H", "H", "C", "C", "N", "H", "H", "H", "C", "S", "O", "C", "H", "H", "H", "H", "H", "H", "C", "S", "O", "C", "H", "H", "H", "H", "H", "H", "C", "S", "O", "C", "H", "H", "H", "H", "H", "H", "C", "S", "O", "C", "H", "H", "H", "H", "H", "H", "C", "C", "O", "C", "H", "H", "H", "H", "H", "H"],
  "coordinates": [[0.357, -0.908, -2.924], [-0.429, -2.119, -3.147], [-1.003, -3.160, -3.244], [0.770, -0.493, -3.844], [1.228, -1.184, -2.329], [-0.164, -0.126, -2.373], [-3.985, -0.841, -2.747], [-3.913, -1.507, -1.436], [-3.840, -1.989, -0.369], [-4.750, -1.263, -3.400], [-3.092, -1.015, -3.348], [-4.222, 0.218, -2.651], [0.139, -1.641, 7.785], [0.399, -1.223, 6.379], [0.597, -0.869, 5.264], [-0.727, -2.301, 7.835], [-0.135, -0.708, 8.278], [0.974, -2.149, 8.268], [-2.422, 4.437, -3.498], [-3.530, 3.935, -2.686], [-4.370, 3.407, -2.021], [-2.286, 5.518, -3.460], [-2.690, 4.251, -4.538], [-1.448, 4.031, -3.226], [3.154, 0.824, 2.132], [4.448, 1.375, 1.701], [5.475, 1.830, 1.306], [3.046, 0.357, 3.111], [2.825, 0.168, 1.326], [2.429, 1.638, 2.133], [5.025, -2.629, -3.500], [3.691, -2.695, -2.153], [4.133, -3.763, -1.153], [3.940, -0.948, -1.473], [5.350, -3.614, -3.837], [5.954, -2.211, -3.112], [4.710, -1.976, -4.315], [3.658, -0.235, -2.248], [4.979, -0.887, -1.150], [3.270, -0.855, -0.618], [-0.463, 0.027, 1.734], [0.008, 1.364, 0.576], [1.037, 0.741, -0.325], [-1.617, 1.569, -0.337], [-1.239, 0.436, 2.380], [0.408, -0.208, 2.346], [-0.858, -0.825, 1.180], [-1.509, 2.276, -1.159], [-2.391, 1.944, 0.332], [-2.004, 0.599, -0.651], [1.278, -5.499, -0.986], [0.037, -4.340, -0.234], [-0.747, -5.312, 0.636], [1.227, -3.383, 0.840], [0.785, -6.214, -1.645], [1.836, -5.973, -0.179], [1.985, -4.935, -1.595], [2.027, -4.009, 1.236], [0.633, -2.976, 1.658], [1.721, -2.582, 0.291], [-4.137, 1.800, 3.407], [-4.394, 0.129, 2.670], [-5.220, -0.693, 3.698], [-5.517, 0.676, 1.347], [-4.927, 2.201, 4.043], [-3.879, 2.492, 2.606], [-3.272, 1.732, 4.066], [-6.207, -0.141, 1.135], [-5.024, 0.907, 0.402], [-6.180, 1.505, 1.592], [2.222, 3.122, -2.285], [1.419, 4.091, -1.414], [0.471, 4.646, -1.873], [1.814, 4.352, 0.030], [1.673, 2.892, -3.198], [2.511, 2.184, -1.810], [3.223, 3.502, -2.488], [2.900, 4.436, 0.080], [1.571, 3.577, 0.757], [1.257, 5.203, 0.421]],
  "mulliken_charge": [0.60, 0.09, -0.50, 0.46, -0.42, -0.21, -0.62, 0.43, -0.44, 0.36, 0.15, 0.17, -0.75, 0.39, -0.44, 0.27, 0.25, 0.28, -0.62, 0.47, -0.48, 0.30, 0.30, 0.06, 0.27, 0.15, -0.51, 0.48, -0.41, 0.03, -1.15, 0.67, -0.61, -0.52, 0.36, 0.35, 0.36, 0.35, 0.61, -0.52, -0.60, 0.31, -0.21, -0.64, 0.16, 0.26, 0.25, 0.02, 0.39, 0.06, -0.76, 0.58, -0.69, -0.65, 0.37, 0.32, 0.08, 0.42, 0.34, -0.07, -1.03, 0.62, -0.68, -0.90, 0.39, 0.30, 0.35, 0.37, 0.17, 0.40, -0.78, 0.79, -0.54, -0.77, 0.27, 0.00, 0.42, 0.36, -0.01, 0.30]
}

***

# 4
{
  "formula": "C29H78O11",
  "method": "ωB97M-V with the def2-TZVPD basis set",
  "homo_ev": -10.1,
  "relative_energy_ev": 6.057,
  "smiles": "CC(C)O.CC(C)O.CC(C)O.CC(C)O.CC(C)O.CC(C)O.CC(C)O.CC(C)O.CC(C)O.OCCO",
  "spin_multiplicity": 1,
  "orbital_gap_ev": 10.1,
  "total_energy_ev": -53854.10728,
  "total_charge": 0,
  "elements": ["C", "C", "C", "O", "H", "H", "H", "H", "H", "H", "H", "H", "C", "C", "C", "O", "H", "H", "H", "H", "H", "H", "H", "H", "C", "C", "C", "O", "H", "H", "H", "H", "H", "H", "H", "H", "C", "C", "C", "O", "H", "H", "H", "H", "H", "H", "H", "H", "C", "C", "C", "O", "H", "H", "H", "H", "H", "H", "H", "H", "C", "C", "C", "O", "H", "H", "H", "H", "H", "H", "H", "H", "C", "C", "C", "O", "H", "H", "H", "H", "H", "H", "H", "H", "C", "C", "C", "O", "H", "H", "H", "H", "H", "H", "H", "H", "C", "C", "C", "O", "H", "H", "H", "H", "H", "H", "H", "H", "O", "C", "C", "O", "H", "H", "H", "H", "H", "H"],
  "coordinates": [[-4.154, 22.896, -16.741], [-2.705, 23.432, -16.657], [-1.868, 22.929, -15.535], [-1.881, 23.259, -17.816], [-4.017, 21.859, -17.050], [-4.684, 23.591, -17.393], [-4.647, 22.943, -15.770], [-2.820, 24.516, -16.631], [-2.002, 21.847, -15.555], [-2.219, 23.387, -14.610], [-0.802, 23.154, -15.491], [-1.420, 22.417, -17.820], [-1.733, 12.292, -10.713], [-1.776, 12.531, -12.267], [-0.438, 12.452, -12.953], [-2.703, 11.651, -12.944], [-1.583, 11.248, -10.437], [-2.683, 12.490, -10.216], [-1.157, 13.021, -10.143], [-2.201, 13.531, -12.351], [0.084, 11.517, -13.153], [0.256, 13.059, -12.372], [-0.543, 12.972, -13.905], [-3.546, 11.902, -12.560], [-5.890, 17.578, -14.026], [-7.207, 17.350, -14.797], [-6.957, 16.522, -16.081], [-8.252, 16.697, -14.131], [-5.123, 17.863, -14.746], [-5.654, 16.646, -13.514], [-5.919, 18.230, -13.152], [-7.639, 18.316, -15.058], [-6.913, 17.152, -16.969], [-7.756, 15.815, -16.306], [-6.040, 15.932, -16.091], [-8.910, 16.630, -14.827], [-6.686, 15.750, -6.356], [-6.662, 16.886, -7.343], [-7.968, 17.623, -7.517], [-5.498, 17.743, -7.127], [-5.736, 15.312, -6.051], [-7.324, 15.010, -6.839], [-7.362, 15.951, -5.524], [-6.516, 16.408, -8.312], [-8.360, 18.016, -6.579], [-8.699, 16.893, -7.863], [-8.095, 18.366, -8.305], [-5.071, 17.603, -6.279], [-5.412, 24.699, -11.102], [-4.739, 26.088, -10.941], [-4.899, 27.068, -12.065], [-5.453, 26.665, -9.936], [-5.083, 24.021, -10.315], [-5.177, 24.172, -12.027], [-6.498, 24.791, -11.086], [-3.670, 26.099, -10.728], [-5.829, 27.636, -12.090], [-4.865, 26.453, -12.965], [-4.054, 27.740, -12.211], [-6.284, 27.051, -10.220], [0.782, 26.546, -7.218], [0.355, 27.156, -5.911], [-0.483, 26.187, -5.075], [1.430, 27.583, -5.120], [1.257, 27.273, -7.877], [0.039, 25.955, -7.753], [1.507, 25.739, -7.112], [-0.219, 28.021, -6.245], [-0.766, 26.578, -4.097], [0.081, 25.256, -5.024], [-1.364, 25.841, -5.615], [1.681, 26.874, -4.523], [1.090, 18.162, -11.377], [0.751, 19.016, -10.166], [0.076, 20.352, -10.603], [-0.092, 18.320, -9.388], [1.668, 18.779, -12.065], [0.156, 17.837, -11.835], [1.552, 17.221, -11.079], [1.697, 19.354, -9.742], [-0.732, 20.236, -11.326], [0.742, 21.031, -11.136], [-0.379, 21.002, -9.856], [-0.979, 18.638, -9.569], [8.952, 16.050, -6.396], [8.090, 15.846, -7.613], [6.651, 16.522, -7.682], [8.817, 16.308, -8.756], [8.556, 15.373, -5.638], [8.889, 17.072, -6.023], [9.964, 15.654, -6.482], [8.014, 14.775, -7.797], [6.716, 17.602, -7.816], [6.085, 16.328, -6.771], [6.141, 16.132, -8.563], [8.662, 17.254, -8.698], [4.062, 19.702, -19.637], [2.718, 19.054, -19.324], [2.371, 18.895, -17.800], [1.674, 19.740, -20.105], [4.133, 20.789, -19.655], [4.319, 19.414, -20.657], [4.799, 19.104, -19.100], [2.700, 18.050, -19.747], [2.691, 19.775, -17.243], [2.956, 18.084, -17.365], [1.299, 18.703, -17.775], [2.053, 19.805, -20.984], [-1.157, 17.883, -3.989], [-0.513, 19.047, -3.604], [-0.586, 19.122, -2.087], [0.241, 20.207, -1.789], [-1.002, 17.772, -4.929], [0.521, 19.037, -3.949], [-1.101, 19.899, -3.945], [-0.391, 18.222, -1.503], [-1.643, 19.110, -1.820], [0.877, 19.876, -1.151]],
  "mulliken_charge": [-1.07, 0.47, -1.26, -0.56, 0.29, 0.30, 0.27, 0.24, 0.35, 0.29, 0.35, 0.32, -1.31, 0.60, -1.23, -0.55, 0.33, 0.37, 0.34, 0.16, 0.34, 0.32, 0.31, 0.31, -1.30, 0.57, -1.22, -0.56, 0.33, 0.32, 0.35, 0.21, 0.31, 0.41, 0.26, 0.31, -1.37, 0.74, -1.27, -0.56, 0.39, 0.37, 0.33, 0.08, 0.31, 0.33, 0.34, 0.29, -1.05, 0.49, -1.15, -0.56, 0.31, 0.24, 0.28, 0.24, 0.34, 0.24, 0.29, 0.32, -1.32, 0.61, -1.39, -0.55, 0.31, 0.34, 0.34, 0.22, 0.33, 0.38, 0.38, 0.34, -1.16, 0.51, -1.46, -0.53, 0.36, 0.25, 0.32, 0.21, 0.37, 0.39, 0.39, 0.35, -1.23, 0.35, -1.14, -0.53, 0.34, 0.29, 0.34, 0.27, 0.34, 0.31, 0.32, 0.33, -1.31, 0.54, -1.20, -0.56, 0.34, 0.42, 0.33, 0.16, 0.31, 0.35, 0.32, 0.30, -0.51, -0.23, -0.46, -0.50, 0.30, 0.30, 0.22, 0.33, 0.23, 0.32]
}